No. 1
ORCA calculation (ωB97M-V/def2-TZVPD) on C30H48CeP2 as an isolated structure.

```
81
Properties=species:S:1:pos:R:3:mulliken_charge:R:1
Ce 0.766 -0.365 1.032 -1.191
P 0.794 1.313 -0.997 1.332
P -1.660 -1.623 0.492 1.466
C 3.108 -3.256 -1.766 -0.900
C 2.423 -0.070 3.223 0.827
C -0.371 2.536 -0.305 -0.318
C 2.380 -2.224 -1.138 -0.609
C 3.905 -0.246 3.213 -1.563
C 2.378 2.456 2.683 -1.667
C -3.304 1.683 -1.902 0.335
C 3.319 -2.850 0.995 -0.458
C -1.617 -3.443 0.600 -1.462
C -0.953 2.928 -3.199 -0.329
C -3.219 0.462 -2.458 -1.122
C -2.964 0.196 -3.902 -1.016
C -3.409 -1.196 0.551 -1.384
C -0.316 -0.011 -1.748 2.036
C 1.718 1.155 2.968 0.557
C 4.075 -3.859 0.360 -1.048
C 0.173 -0.466 3.619 0.516
C 1.981 1.906 -2.189 -1.456
C -2.054 1.217 -4.667 -1.310
C 1.476 -1.059 3.621 0.770
C 0.321 0.918 3.240 0.979
C -2.182 3.764 -3.002 -0.932
C 2.467 -2.046 0.245 1.314
C 3.956 -4.062 -1.017 -0.630
C -0.906 1.799 -3.924 -0.236
C -3.469 2.951 -2.692 -0.967
C -0.733 1.955 3.383 -1.579
C 1.799 -2.431 4.099 -1.810
C -0.935 -1.350 -1.220 -1.933
C -1.059 -1.130 4.126 -1.578
H 3.004 -3.421 -2.841 0.419
H -0.912 2.167 0.574 0.012
H 1.866 -3.118 3.246 0.257
H -3.926 2.711 -3.661 0.292
H -1.154 0.640 -1.997 -2.451
H -1.195 -2.124 3.670 0.316
H 3.099 2.711 3.473 0.457
H -2.405 -3.890 -0.017 0.487
H -1.003 -1.290 5.215 0.381
H 0.046 1.306 -4.125 0.731
H -3.999 -1.819 -0.134 0.483
H -4.161 3.627 -2.148 0.398
H 2.599 1.062 -2.511 0.372
H 4.243 -0.853 4.068 0.349
H -0.247 -2.183 -1.421 0.593
H 3.425 -2.730 2.070 0.346
H 2.649 2.594 -1.654 0.422
H -1.787 -3.704 1.654 0.428
H 1.756 -1.578 -1.748 0.461
H -0.641 -3.851 0.298 0.361
H -3.916 0.133 -4.470 0.448
H -1.947 -0.527 3.931 0.323
H -1.811 -1.553 -1.846 0.637
H -1.658 0.668 -5.546 0.434
H 2.944 2.431 1.739 0.296
H 2.756 -2.457 4.642 0.347
H 0.223 3.402 0.000 0.524
H -3.570 -0.134 0.327 0.203
H 4.411 0.721 3.271 0.418
H 1.538 2.401 -3.054 0.478
H -0.890 2.172 4.456 0.362
H -2.705 2.018 -5.042 0.315
H -3.496 -0.420 -1.869 1.090
H 1.654 3.272 2.619 0.312
H -0.436 2.891 2.893 0.366
H -2.526 -0.813 -3.990 0.287
H -1.698 1.614 2.978 0.289
H 4.529 -4.851 -1.503 0.366
H 1.028 -2.801 4.778 0.437
H -1.988 4.491 -2.196 0.355
H -3.477 1.793 -0.833 0.293
H -0.037 3.398 -2.829 0.706
H 4.215 -0.758 2.291 0.229
H 4.753 -4.481 0.941 0.430
H -3.730 -1.394 1.580 0.477
H -2.383 4.382 -3.901 0.393
H 0.202 -0.255 -2.684 1.000
H -1.130 2.846 -1.021 -0.561
```

Values from the calculation:
Energy above the lowest of the compared OMol25 structures with the same formula, charge and spin in kcal per mole: 30.1
HOMO-LUMO gap (alpha / beta) in eV: 7.82 / 7.83
Maximum force in eV/A: 2.8
Total charge: +1
Spin multiplicity: 2
Highest occupied orbital energy (alpha / beta) in eV: -10.221 / -10.198

=====

No. 2
ORCA calculation (ωB97M-V/def2-TZVPD) on C30H48ClN4O6PS3TeV as an isolated structure.

```
95
Properties=species:S:1:pos:R:3:mulliken_charge:R:1
Te -1.350 2.955 -3.281 -0.473
V -0.725 1.366 -0.905 0.350
Cl 6.658 -3.346 4.680 -0.216
S 1.040 3.450 -0.597 0.320
S 3.329 0.983 -0.491 0.002
S 0.120 1.843 1.288 0.196
P -2.463 4.560 -1.789 0.855
O -2.877 1.339 1.571 -0.611
O -2.781 -0.058 -2.884 -0.592
O 1.804 -4.009 -0.602 -0.686
O -2.364 4.015 -0.366 -0.703
O -1.765 5.991 -1.892 -0.283
O -3.965 4.796 -2.201 -0.279
N -0.367 -2.504 -1.216 1.195
N 0.325 -2.353 -2.409 -0.890
N 0.030 -0.372 -1.420 0.198
N -2.479 0.737 -0.667 1.101
C -0.875 -6.603 0.408 -1.850
C 1.878 1.709 1.880 -1.210
C 0.572 -4.464 0.088 2.363
C -0.171 3.598 1.799 -0.668
C -0.208 6.576 -3.664 -0.894
C -4.709 0.443 0.155 -0.811
C 2.751 3.702 -1.122 -0.956
C 1.227 -2.830 2.054 0.035
C 1.590 -6.855 0.547 -1.761
C 2.871 0.795 1.225 0.836
C -3.265 0.902 0.503 0.014
C 0.579 -1.068 -2.476 -0.636
C -4.753 0.177 -1.370 -0.538
C -5.223 6.359 -0.849 -1.152
C 3.933 -3.282 4.760 -0.742
C 0.769 4.431 1.013 -0.964
C 0.470 -6.071 -0.132 1.244
C 2.692 -3.195 4.106 -0.356
C 5.034 -2.860 2.610 -1.048
C -0.609 -3.854 -0.698 -2.361
C 2.608 -2.993 2.722 -0.047
C -1.597 6.794 -3.092 -0.336
C 5.104 -3.166 3.994 0.347
C 0.505 -4.075 1.570 -1.259
C 0.562 -6.389 -1.664 -1.863
C -4.977 4.873 -1.096 -0.080
C -0.508 -1.329 -0.654 -0.725
C 3.795 -2.767 1.970 -0.063
C -3.252 0.211 -1.789 0.137
C 3.809 2.723 -0.564 -0.944
H 0.324 5.319 0.588 0.570
H -5.827 4.394 -1.580 0.268
H -2.366 6.579 -3.815 0.342
H -5.171 -0.814 -1.646 0.321
H -1.234 3.734 1.595 0.054
H -0.398 -6.188 -2.163 0.454
H 1.730 4.635 1.521 0.399
H 2.291 2.697 1.944 0.451
H 3.006 4.728 -0.837 0.434
H -1.675 7.817 -2.718 0.311
H 2.579 -6.589 0.140 0.357
H 0.563 6.507 -2.873 0.138
H -0.951 -1.141 0.334 0.627
H -0.977 -6.406 1.475 0.328
H -0.017 3.607 2.888 0.618
H 3.826 -2.452 0.919 0.487
H -0.938 -7.665 0.245 0.513
H -0.135 5.674 -4.280 0.233
H 2.690 3.652 -2.210 0.360
H 4.022 -3.457 5.821 0.428
H 1.385 -5.811 -2.100 0.332
H -6.101 6.479 -0.238 0.450
H 2.534 -0.221 1.341 -1.262
H 0.562 -2.392 2.802 0.781
H 3.838 0.841 1.773 0.710
H 4.685 2.726 -1.244 0.471
H 1.206 -0.644 -3.251 0.492
H -0.783 -4.503 -1.562 0.353
H 0.788 -7.436 -1.721 0.526
H -1.518 -3.854 -0.077 0.380
H -0.545 -3.971 1.829 0.675
H 0.904 -4.910 2.181 0.351
H 1.415 -7.907 0.378 0.544
H 5.990 -2.730 2.106 0.386
H -5.389 1.193 0.540 0.398
H 1.359 -2.076 1.293 -0.629
H -5.254 0.975 -1.896 0.234
H 2.568 -4.248 -0.095 0.457
H 1.560 -6.754 1.629 0.403
H -4.905 -0.473 0.738 0.269
H 1.691 1.344 2.912 0.485
H 0.043 7.452 -4.296 0.398
H -4.616 4.258 -0.283 0.239
H 4.170 3.005 0.407 0.369
H -1.707 -6.171 -0.109 0.388
H -4.397 6.844 -0.308 0.232
H 1.785 -3.363 4.697 0.412
H -5.385 6.830 -1.844 0.265
```

Values from the calculation:
Energy above the lowest of the compared OMol25 structures with the same formula, charge and spin in kcal per mole: 50.6
HOMO-LUMO gap (alpha / beta) in eV: 6.39 / 6.69
Maximum force in eV/A: 4.9
Total charge: 0
Spin multiplicity: 4
Highest occupied orbital energy (alpha / beta) in eV: -6.209 / -6.512

=====

No. 3
ORCA calculation (ωB97M-V/def2-TZVPD) on C30H48CrI2N2O2P2 as an isolated structure.

```
87
Properties=species:S:1:pos:R:3:mulliken_charge:R:1
I 0.356 -4.305 1.619 0.126
I -2.169 -2.945 -1.312 -0.085
Cr -0.738 -0.771 -0.617 -1.356
P 1.748 -1.141 -1.035 2.224
P -1.419 -0.736 1.685 2.517
O -2.482 0.167 -0.657 0.136
O -3.639 2.045 -0.561 -0.679
N -0.761 -0.227 -2.917 -0.838
N 0.044 0.977 -0.097 2.117
C -3.007 -1.576 2.232 1.119
C -1.233 -5.213 0.647 -0.959
C -4.234 -1.081 1.445 -1.159
C 0.897 2.805 -1.515 -0.850
C 3.673 -2.615 0.464 -1.516
C 1.164 -0.657 2.670 -1.003
C 1.899 0.612 -1.545 -0.659
C -2.355 3.166 2.534 0.671
C -2.337 1.642 -2.535 -0.647
C -3.302 -1.581 3.734 -1.767
C 2.188 -2.253 -2.529 0.547
C -0.529 0.160 4.274 -1.751
C -3.398 3.969 3.242 -1.770
C 1.116 -3.319 -2.742 -1.685
C -2.018 0.400 -3.358 -0.976
C 0.920 1.492 -1.007 -0.628
C 1.864 3.251 -2.391 -1.581
C 2.928 2.439 -2.766 0.580
C -2.871 1.286 -1.123 0.665
C 3.901 -0.124 0.644 -1.455
C 2.494 -1.560 -3.858 -1.455
C -0.260 -0.861 3.170 0.443
C 3.472 -1.283 -0.250 0.254
C 4.031 2.955 -3.639 -1.688
C -1.230 3.767 1.981 -1.206
C -0.354 3.065 1.178 -0.978
C -1.578 1.063 1.651 -1.323
C 2.913 1.116 -2.348 -0.214
C -2.466 1.786 2.421 -0.598
C -0.595 1.718 0.862 0.092
H 4.984 -0.159 0.758 0.488
H -5.082 -0.963 2.115 0.478
H 0.253 -2.920 -3.267 0.284
H -4.138 -2.260 3.909 0.566
H -0.622 -1.074 -3.472 0.238
H 1.409 -1.389 1.902 -0.481
H -1.563 0.174 4.601 0.364
H -3.107 2.236 -3.027 0.474
H 1.269 0.345 2.252 0.214
H -2.079 -5.449 1.262 0.443
H 0.518 3.572 0.792 0.779
H 1.827 -0.722 -4.058 0.197
H 4.123 -1.259 -1.135 0.802
H 3.729 0.471 -2.643 0.424
H -0.274 1.160 3.931 0.284
H 4.736 -2.799 0.606 0.415
H -2.809 -2.623 1.950 0.192
H -1.950 0.681 -4.420 0.483
H 2.387 -2.280 -4.668 0.504
H 3.912 2.581 -4.655 0.292
H 3.099 -2.776 -2.210 0.451
H 0.780 -3.743 -1.797 0.195
H -2.458 -1.927 4.326 0.368
H -3.748 3.461 4.138 0.361
H 4.026 4.041 -3.671 0.393
H -3.601 -0.597 4.088 0.257
H 3.460 -0.196 1.632 0.190
H 3.518 -1.194 -3.891 0.334
H 0.007 0.409 -3.136 0.041
H 0.098 -0.071 5.135 0.516
H -4.521 -1.793 0.673 0.238
H -4.054 -0.123 0.963 0.084
H 1.516 -4.126 -3.356 0.557
H -1.443 2.266 -2.434 -0.083
H 3.253 -3.447 -0.097 0.279
H -2.820 -0.334 -3.240 0.506
H 3.643 0.842 0.212 0.214
H 3.206 -2.603 1.445 0.267
H -4.250 4.099 2.575 0.295
H -0.957 -5.897 -0.130 0.444
H 1.864 -0.762 3.500 0.661
H 0.095 3.470 -1.232 0.798
H -3.270 1.273 2.926 0.185
H -0.348 -1.878 3.568 0.825
H -3.014 4.950 3.510 0.391
H -1.046 4.815 2.164 0.365
H 5.001 2.625 -3.274 0.373
H 1.802 4.262 -2.771 0.391
```

Values from the calculation:
Energy above the lowest of the compared OMol25 structures with the same formula, charge and spin in kcal per mole: 45.2
HOMO-LUMO gap (alpha / beta) in eV: 6.81 / 6.86
Maximum force in eV/A: 1.9
Total charge: 0
Spin multiplicity: 5
Highest occupied orbital energy (alpha / beta) in eV: -6.833 / -6.971

=====

No. 4
ORCA calculation (ωB97M-V/def2-TZVPD) on C30H48N2O2RhSe as an isolated structure.

```
84
Properties=species:S:1:pos:R:3:mulliken_charge:R:1
Rh -0.171 -0.144 -0.158 0.294
Se 2.349 0.036 -0.016 0.242
O 0.018 1.860 -0.650 -1.260
O -0.040 -0.327 1.881 -0.412
N -0.499 -2.434 -0.303 -0.260
N -2.455 -0.386 -0.218 -0.317
C 6.083 0.128 3.891 -2.074
C -1.140 0.749 4.458 -1.544
C 1.088 -0.213 2.556 1.449
C 6.108 3.911 -0.222 -2.007
C -2.772 -1.743 0.248 -0.242
C 2.350 4.636 -0.488 -0.105
C 1.100 2.577 -0.462 1.714
C 4.971 5.587 -1.663 -1.662
C 4.983 -1.273 5.624 -1.643
C 4.787 1.232 5.708 -1.573
C 1.117 4.003 -0.539 -0.286
C 3.580 3.995 -0.339 -0.608
C 0.032 -0.464 6.273 -2.255
C -0.046 5.695 -1.962 -1.665
C -0.129 4.898 -0.647 1.918
C -0.208 -0.438 4.763 2.169
C 1.102 -0.285 3.983 -0.792
C 3.532 0.021 2.591 -0.429
C -0.897 -1.759 4.375 -1.274
C 2.325 -0.046 1.917 -0.028
C 2.341 1.956 -0.210 -0.105
C 3.557 -0.062 3.970 -0.936
C -1.474 4.165 -0.636 -2.001
C -0.133 5.873 0.543 -1.654
C -1.924 -2.738 -0.520 -0.681
C 4.871 4.802 -0.345 1.853
C 4.856 5.787 0.836 -1.603
C 3.549 2.617 -0.179 -0.492
C 4.846 0.006 4.782 1.920
C 2.326 -0.211 4.620 0.158
H 4.734 5.252 1.780 0.339
H -0.219 -2.722 0.631 0.222
H 4.993 -2.154 4.980 0.358
H -2.925 0.309 0.352 0.203
H -1.378 0.808 3.398 0.137
H 3.973 1.150 6.430 0.331
H 4.044 6.509 0.744 0.326
H 4.153 6.298 -1.774 0.308
H -1.586 3.519 -1.504 0.310
H 7.004 4.531 -0.240 0.433
H 4.445 0.131 2.019 0.413
H -2.274 4.909 -0.659 0.538
H 4.459 2.047 -0.043 0.452
H 6.109 3.355 0.718 0.282
H 6.176 -0.731 3.224 0.395
H -0.002 5.018 -2.816 0.381
H 4.165 -1.380 6.336 0.315
H -0.246 -2.608 4.592 0.325
H -1.819 -1.879 4.948 0.511
H -2.179 -3.753 -0.208 0.364
H 4.639 2.143 5.126 0.335
H 2.360 5.715 -0.571 0.377
H -0.926 -0.563 6.784 0.444
H 6.173 3.208 -1.055 0.393
H 0.833 6.340 -1.988 0.308
H 0.748 6.514 0.553 0.323
H -2.074 0.636 5.013 0.468
H 0.082 -2.944 -0.958 0.261
H 0.654 -1.313 6.564 0.404
H 6.977 0.165 4.515 0.441
H -1.595 3.566 0.266 0.311
H 5.722 1.324 6.263 0.469
H -0.673 1.688 4.760 0.357
H -1.148 -1.771 3.316 -0.096
H -0.167 5.325 1.486 0.369
H 5.797 6.338 0.868 0.471
H -3.827 -1.989 0.117 0.454
H -0.930 6.327 -2.066 0.454
H 0.502 0.458 6.617 0.431
H -2.134 -2.650 -1.588 0.344
H 5.907 6.147 -1.691 0.473
H 4.952 4.907 -2.517 0.362
H -1.013 6.514 0.484 0.472
H 5.916 -1.250 6.189 0.470
H -2.533 -1.796 1.311 0.066
H 2.338 -0.274 5.699 0.460
H 6.056 1.043 3.296 0.335
H -2.757 -0.247 -1.178 0.290
```

Values from the calculation:
Energy above the lowest of the compared OMol25 structures with the same formula, charge and spin in kcal per mole: 25.7
HOMO-LUMO gap (alpha / beta) in eV: 5.56 / 5.56
Maximum force in eV/A: 2.9
Total charge: +1
Highest occupied orbital energy (alpha / beta) in eV: -10.441 / -10.442

=====

No. 5
ORCA calculation (ωB97M-V/def2-TZVPD) on C30H49AsF6KN4S as an isolated structure.

```
92
Properties=species:S:1:pos:R:3:mulliken_charge:R:1
As -0.779 4.458 -0.610 2.114
K -0.705 1.564 0.582 0.725
S 0.474 -2.860 -0.260 -0.104
F -1.229 5.953 0.095 -0.474
F 0.866 4.946 -0.726 -0.494
F -1.109 4.936 -2.224 -0.488
F -0.447 3.775 1.023 -0.581
F -2.417 3.867 -0.426 -0.468
F -0.280 2.826 -1.214 -0.606
N -0.982 -4.090 -2.147 0.444
N -0.624 -0.350 2.574 0.300
N 0.812 -2.845 -2.851 0.125
N -2.365 -0.360 0.129 0.332
C -3.023 0.583 4.865 -1.398
C -2.523 -0.799 -2.947 -1.893
C -3.293 1.401 -2.037 -1.922
C 1.473 -6.407 -6.334 -1.263
C 1.278 -0.998 3.913 0.335
C -0.955 -6.863 -0.879 0.007
C 0.049 -0.322 3.809 0.112
C -1.616 2.304 3.676 -1.087
C -1.996 -4.574 -1.227 -0.612
C -4.961 -0.382 -2.577 -2.242
C -2.178 -6.083 -1.354 -1.015
C 0.053 -3.292 -1.832 -0.538
C 1.425 -0.351 6.232 -1.463
C -3.722 -1.888 1.207 -1.927
C -3.403 -0.657 -0.643 -0.100
C -1.147 -8.369 -1.031 -1.371
C 1.806 -3.265 2.974 -1.438
C -3.554 -0.114 -2.033 2.854
C 0.679 -3.216 -4.249 -1.366
C 0.246 0.362 6.101 -1.038
C 1.025 -4.980 -6.032 -0.502
C -2.513 -1.095 1.267 0.614
C 1.940 -1.012 5.132 -0.258
C 1.846 -1.753 2.731 1.647
C -1.676 1.321 4.848 0.387
C -1.661 -1.081 2.417 -0.270
C 1.187 -4.627 -4.555 0.249
C -4.296 -1.601 0.017 -0.505
C -0.461 0.403 4.904 0.774
C 3.273 -1.301 2.410 -1.713
H 0.787 -3.598 3.180 0.280
H -5.038 0.014 -3.590 0.438
H -2.938 -4.055 -1.420 0.027
H 3.317 -0.220 2.270 0.405
H 1.247 -2.493 -4.834 0.571
H -2.496 -0.288 -3.911 0.470
H -1.959 -1.779 3.207 0.407
H -2.023 -8.706 -0.474 0.335
H 0.867 -7.127 -5.782 0.303
H -0.024 -4.858 -6.318 0.352
H -0.080 -6.546 -1.453 0.162
H -1.529 -0.757 -2.498 0.223
H -1.746 1.779 2.733 -0.340
H -1.156 -4.275 -3.122 0.348
H -1.292 -8.635 -2.080 0.308
H -3.631 1.831 -2.980 0.493
H -3.033 -0.199 5.625 0.332
H -2.794 -1.843 -3.116 0.401
H -5.223 -1.989 -0.373 0.574
H -5.717 0.108 -1.961 0.443
H -0.138 0.908 6.954 0.417
H -1.671 -4.316 -0.222 0.380
H -0.279 -8.914 -0.660 0.386
H 3.962 -1.572 3.212 0.319
H -2.231 1.617 -1.932 0.272
H -4.082 -2.548 1.982 0.555
H -1.634 1.914 5.765 0.596
H 2.516 -6.553 -6.048 0.314
H -3.830 1.890 -1.225 0.425
H 0.647 -5.356 -3.944 -0.056
H -3.824 1.289 5.089 0.467
H 1.629 -2.335 -2.565 0.287
H 2.436 -3.538 3.823 0.389
H -3.051 -6.376 -0.764 0.406
H -2.391 -6.340 -2.399 0.368
H 1.226 -1.538 1.863 -0.584
H -0.758 -6.616 0.168 0.269
H -3.242 0.134 3.897 0.176
H -2.410 3.045 3.761 0.493
H 2.875 -1.552 5.223 0.369
H 1.946 -0.374 7.180 0.373
H -5.186 -1.450 -2.621 0.421
H 1.376 -6.626 -7.397 0.389
H -0.658 2.824 3.658 0.432
H 3.615 -1.784 1.493 0.419
H 2.162 -3.794 2.089 0.433
H 2.242 -4.691 -4.276 0.327
H -0.369 -3.119 -4.553 0.227
H 1.609 -4.278 -6.634 0.315
```

Values from the calculation:
Energy above the lowest of the compared OMol25 structures with the same formula, charge and spin in kcal per mole: 20.3
HOMO-LUMO gap (alpha / beta) in eV: 8.66 / 5.85
Maximum force in eV/A: 2.1
Total charge: 0
Spin multiplicity: 2
Highest occupied orbital energy (alpha / beta) in eV: -8.482 / -8.485

=====

> Look up the energy above the lowest of the compared OMol25 structures with the same formula, charge and spin of the first one.

30.1 kcal per mole

=====

> Which formula does entry 3 have?

C30H48CrI2N2O2P2